Density functional theory data (ωB97M-V/def2-TZVPD) for a molecular structure, C52H39Br2N3OP2RbS3 in a non-equilibrium geometry.

Structure (XYZ):
```
103
Properties=species:S:1:pos:R:3:forces:R:3
Rb -0.1427 0.3212 0.0726 0.232 0.289 0.160
Br -6.2459 -0.7594 -3.7823 0.344 -0.037 0.182
C -4.6132 -0.6541 -2.7858 -0.362 0.765 -0.216
C -4.0649 0.5938 -2.5194 -0.084 -0.630 -0.038
C -2.9042 0.6062 -1.7522 -0.407 0.629 -0.293
N -2.3212 -0.4745 -1.2915 -0.455 -1.449 -0.182
C -2.8323 -1.6874 -1.5802 -1.245 1.875 -0.818
C -4.0196 -1.8071 -2.3361 0.849 -0.380 0.538
C -2.0946 -2.8266 -1.0818 1.300 -1.775 0.844
C -2.5233 -4.1597 -1.2780 -0.120 1.047 -0.100
C -1.7507 -5.1734 -0.7795 0.719 -0.644 0.494
Br -2.2990 -6.9951 -0.9964 0.062 0.409 0.014
C -0.5582 -4.9072 -0.1070 -0.673 0.078 -0.451
C -0.2211 -3.5671 0.0271 0.473 -0.729 0.211
N -0.9442 -2.5671 -0.4151 -1.079 0.347 -0.715
H -4.5121 1.5031 -2.8859 0.007 0.068 -0.012
H -2.4350 1.5513 -1.5034 0.156 0.145 -0.016
H -4.4556 -2.7677 -2.5619 -0.020 -0.004 -0.035
H -3.4363 -4.3787 -1.8087 -0.016 -0.037 0.002
H 0.0624 -5.6956 0.2840 0.070 -0.051 0.041
H 0.6984 -3.2993 0.5390 -0.010 -0.001 -0.025
O 1.9584 0.7803 2.1498 -0.017 0.135 0.129
C 3.1181 1.5395 2.1541 0.937 0.540 -0.225
C 3.6986 1.9517 3.3453 -0.159 -0.244 0.144
C 4.8596 2.7031 3.3195 0.011 -0.006 0.007
C 5.4492 3.0255 2.1090 0.132 0.091 0.050
C 4.8774 2.5937 0.9269 -0.019 -0.060 0.176
C 3.7078 1.8401 0.9233 -0.331 -0.118 0.101
P 2.7544 1.3018 -0.5820 0.363 0.231 0.072
C 3.6322 -0.3099 -0.7371 0.047 0.052 -0.043
C 5.0141 -0.4409 -0.6142 -0.135 -0.160 0.012
C 5.6127 -1.6813 -0.7431 0.199 -0.057 0.029
C 4.8418 -2.8085 -0.9825 -0.010 -0.120 0.007
C 3.4661 -2.6884 -1.0962 -0.015 -0.209 0.035
C 2.8674 -1.4461 -0.9769 -0.044 0.100 0.017
C 3.6259 2.3135 -1.8189 -0.099 0.117 -0.038
C 3.4684 3.6958 -1.7339 0.010 -0.120 0.097
C 3.9439 4.5168 -2.7390 0.114 0.095 -0.089
C 4.5789 3.9648 -3.8387 0.024 0.091 -0.024
C 4.7385 2.5918 -3.9296 0.093 -0.007 -0.105
C 4.2596 1.7665 -2.9293 0.034 0.045 0.111
C 1.0300 1.0418 3.1131 -0.558 -0.037 0.586
C 0.7694 2.3082 3.6206 0.066 0.081 -0.196
C -0.1287 2.4471 4.6644 0.106 -0.132 0.024
C -0.7978 1.3441 5.1707 -0.011 -0.027 0.129
C -0.6132 0.0957 4.5991 0.042 0.091 -0.023
C 0.3094 -0.0662 3.5776 0.165 0.156 -0.608
P 0.7773 -1.6054 2.7039 0.158 -0.358 0.833
C -0.4437 -2.7827 3.4099 0.107 0.044 -0.176
C -0.2110 -3.7355 4.3961 -0.008 0.054 -0.002
C -1.2304 -4.5905 4.7843 -0.075 -0.179 0.096
C -2.4712 -4.5397 4.1725 -0.029 -0.032 -0.017
C -2.6996 -3.6184 3.1625 -0.087 -0.014 -0.001
C -1.6920 -2.7500 2.7888 0.076 0.059 0.039
C 2.2584 -1.9518 3.7316 -0.036 -0.084 -0.300
C 3.4174 -2.3536 3.0787 -0.152 0.025 -0.028
C 4.5623 -2.6365 3.8035 0.189 -0.062 0.059
C 4.5539 -2.5215 5.1831 0.082 -0.033 -0.012
C 3.4026 -2.1126 5.8392 -0.027 0.022 0.129
C 2.2597 -1.8214 5.1179 0.071 0.024 -0.054
H 3.2355 1.6917 4.2879 0.038 -0.004 0.053
H 5.2933 3.0434 4.2478 0.067 -0.004 0.110
H 6.3560 3.6130 2.0867 0.072 0.070 0.006
H 5.3329 2.8560 -0.0176 0.012 0.016 -0.059
H 5.6269 0.4296 -0.4238 -0.004 0.056 -0.021
H 6.6891 -1.7728 -0.6663 0.038 0.003 0.025
H 5.3133 -3.7765 -1.0875 0.029 -0.057 -0.010
H 2.8584 -3.5626 -1.2907 -0.029 -0.070 -0.034
H 1.7963 -1.3432 -1.1074 0.025 -0.018 -0.086
H 2.9338 4.1182 -0.8919 -0.027 0.023 -0.035
H 3.7855 5.5853 -2.6842 -0.027 0.036 0.011
H 4.9157 4.6029 -4.6441 0.040 0.040 -0.049
H 5.2068 2.1590 -4.8039 0.013 -0.024 -0.039
H 4.3375 0.6925 -3.0306 -0.005 0.000 -0.034
H 1.2773 3.1679 3.2068 0.067 0.016 0.022
H -0.3026 3.4259 5.0864 -0.027 0.101 0.018
H -1.4720 1.4576 6.0068 -0.122 0.022 0.024
H -1.1697 -0.7590 4.9586 -0.050 -0.074 0.024
H 0.7600 -3.8310 4.8628 0.004 0.092 0.000
H -1.0549 -5.3082 5.5733 0.056 -0.089 0.020
H -3.2507 -5.2311 4.4598 -0.047 -0.025 0.062
H -3.6562 -3.5953 2.6600 -0.088 0.043 -0.060
H -1.8424 -2.0431 1.9844 -0.094 -0.014 -0.030
H 3.4155 -2.4335 1.9993 0.066 0.011 -0.127
H 5.4616 -2.9453 3.2906 0.067 -0.003 -0.053
H 5.4450 -2.7456 5.7524 0.072 -0.006 0.018
H 3.3973 -2.0194 6.9167 0.010 0.018 0.058
H 1.3652 -1.4912 5.6296 -0.021 0.030 0.032
S 0.6239 3.3591 -4.2204 0.064 0.201 -0.509
C 0.5953 2.4429 -2.8129 -0.119 0.484 -0.943
S 1.1014 0.8187 -2.8638 -0.086 -1.375 -0.191
S 0.0906 3.1731 -1.3755 -0.588 0.476 1.359
C -3.9201 1.4288 3.9568 -0.003 0.066 -0.188
C -3.9938 0.2514 3.2294 -0.096 0.053 0.021
C -3.3406 0.1929 2.0092 -0.178 -0.128 0.204
N -2.6046 1.1839 1.5326 0.067 -0.095 -0.382
C -2.5323 2.3044 2.2302 0.011 0.401 0.219
C -3.1920 2.4869 3.4368 -0.165 -0.135 0.019
H -4.4245 1.5173 4.9078 -0.047 0.026 0.088
H -4.5543 -0.5962 3.5953 -0.035 -0.078 -0.005
H -3.4125 -0.6865 1.3810 -0.007 -0.099 -0.042
H -1.9203 3.0915 1.8048 0.031 0.037 -0.044
H -3.1243 3.4275 3.9621 0.061 0.065 0.024
```
Positions in Å, forces in eV/Å.

Computed properties:
**E_HOMO**: -2.36 eV
**HOMO-LUMO gap**: 3.684 eV
**Energy**: -252900.966 eV
**Total charge**: -1

Density functional theory data (ωB97M-V/def2-TZVPD) for a molecular structure, C34H49ClN4O8SSi2Ti in a non-equilibrium geometry.

Structure (XYZ):
```
100
Properties=species:S:1:pos:R:3:forces:R:3
Ti 0.4532 -0.6988 0.5398 -1.165 0.282 -0.533
C -1.0096 -4.1253 4.1706 -0.018 0.038 -0.060
Si -1.1665 -3.2779 2.4632 0.021 -0.002 0.050
C -0.1883 -4.4813 1.4036 -0.003 0.082 0.045
C -2.9589 -3.4558 1.9143 0.051 0.005 0.075
C -0.6360 -1.4746 2.5428 0.066 -0.243 0.124
C 0.7143 -1.3427 3.1257 0.149 0.071 0.168
C 1.0988 -1.5673 4.4537 0.114 0.009 0.123
C 2.4094 -1.3537 4.8422 -0.033 0.010 -0.078
C 3.3403 -0.9071 3.9082 -0.118 -0.044 0.068
C 2.9138 -0.6892 2.6133 -0.070 -0.028 -0.024
N 1.6448 -0.9082 2.2420 0.618 -0.038 0.859
Si -1.9503 -0.4892 3.4228 0.002 -0.023 -0.083
C -3.3238 0.0528 2.2561 0.014 -0.060 0.072
C -2.8584 -1.3350 4.8718 0.020 0.012 -0.067
C -1.2594 1.0612 4.3094 -0.034 -0.057 -0.049
H -1.4385 -5.1290 4.1008 -0.024 -0.037 -0.015
H -1.5076 -3.6044 4.9862 -0.027 0.024 0.042
H 0.0431 -4.2439 4.4378 0.042 -0.009 -0.006
H -0.5349 -5.4849 1.6726 -0.002 -0.027 0.008
H 0.8857 -4.4338 1.5947 0.013 0.019 0.020
H -0.3242 -4.3347 0.3362 -0.006 0.027 -0.071
H -3.2058 -4.5214 1.9118 -0.002 -0.037 -0.011
H -3.0781 -3.0778 0.8988 -0.003 0.050 -0.101
H -3.6807 -2.9505 2.5573 0.002 0.004 0.005
H 0.3502 -1.9073 5.1579 0.023 0.009 0.013
H 2.7055 -1.5261 5.8707 0.002 -0.003 0.015
H 4.3694 -0.7096 4.1721 0.011 -0.008 0.016
H 3.5686 -0.2822 1.8510 -0.025 -0.022 -0.023
H -3.6803 -0.7965 1.6726 -0.003 -0.029 -0.015
H -3.0191 0.8053 1.5300 0.071 0.067 -0.062
H -4.1651 0.4557 2.8282 -0.020 0.019 0.018
H -3.3595 -2.2640 4.6009 -0.001 -0.009 0.000
H -3.6178 -0.6368 5.2370 -0.021 0.025 0.013
H -2.1820 -1.5480 5.7030 0.036 0.004 0.023
H -1.4429 1.9773 3.7454 -0.009 0.028 -0.018
H -0.1877 1.0029 4.5149 0.045 -0.023 0.006
H -1.7594 1.1701 5.2745 -0.029 -0.003 0.022
N -0.0690 1.4612 1.4011 -0.264 -0.276 -0.009
C 0.6637 2.7286 1.2179 0.199 -0.102 -0.102
C 0.4225 3.3980 -0.1301 -0.063 -0.085 0.071
C -0.9352 4.1208 -0.2448 -0.060 -0.045 0.049
C -1.8916 3.5506 -1.2847 0.030 0.128 -0.064
N -2.3528 2.2215 -0.9146 0.040 -0.225 0.113
H -1.0731 1.5963 1.2927 0.006 0.099 -0.109
H 0.0617 1.1674 2.3631 -0.030 0.119 -0.015
H 1.7220 2.4845 1.3078 0.035 0.055 -0.006
H 0.3984 3.4378 2.0156 0.032 -0.011 -0.013
H 0.5451 2.6499 -0.9188 -0.023 -0.046 -0.005
H 1.2335 4.1145 -0.2743 0.018 -0.032 -0.009
H -0.7707 5.1762 -0.4791 0.014 0.013 -0.012
H -1.4421 4.0940 0.7267 -0.034 0.020 -0.007
H -1.4008 3.5717 -2.2653 0.008 0.075 -0.044
H -2.7687 4.2011 -1.3596 0.013 -0.006 0.029
H -1.6119 1.5314 -1.0129 0.057 -0.062 0.100
H -3.0862 1.9050 -1.5382 -0.042 0.029 0.007
C 3.3524 -2.4428 -0.8355 -0.051 -0.026 -0.020
C 1.9479 -3.0220 -0.9186 0.128 -0.129 -0.032
O 1.7302 -4.0137 -1.6096 0.026 0.049 0.017
O 1.0345 -2.4091 -0.2468 -0.091 -0.243 -0.120
H 4.0858 -3.2418 -0.9347 -0.017 0.004 -0.008
H 3.5131 -1.8878 0.0873 -0.007 -0.005 -0.003
H 3.4923 -1.7461 -1.6642 0.002 0.023 -0.008
C -0.3279 2.3012 -4.3276 0.132 -0.030 -0.023
C -1.6813 1.6744 -4.4484 -0.089 -0.052 0.100
C -2.7217 2.3214 -5.0951 0.083 0.005 0.088
C -3.9725 1.7316 -5.1842 -0.034 -0.020 -0.020
Cl -5.2637 2.5835 -6.0068 -0.026 0.013 -0.012
C -4.2112 0.4927 -4.6338 0.040 -0.045 0.033
C -3.1801 -0.1776 -3.9807 0.069 0.095 0.053
C -1.9185 0.4064 -3.8830 0.118 -0.146 -0.058
O -0.8448 -0.1747 -3.2865 -0.212 0.174 0.024
C -1.0025 -1.4860 -2.7312 -0.055 -0.080 -0.044
C -1.7762 -1.5160 -1.3990 -0.346 -0.091 0.067
O -2.8011 -2.1892 -1.3336 0.091 0.037 -0.139
O -1.2955 -0.8150 -0.4381 -0.153 0.267 -0.360
H -0.3541 3.3424 -4.6486 0.012 0.007 -0.004
H 0.4110 1.7694 -4.9290 0.026 -0.021 -0.006
H 0.0369 2.2541 -3.3014 0.038 -0.022 0.001
H -2.5579 3.3023 -5.5231 0.012 0.002 -0.007
H -5.1930 0.0447 -4.7010 -0.005 -0.005 0.004
H -3.3799 -1.1373 -3.5299 0.005 -0.060 0.110
H 0.0035 -1.8574 -2.5451 0.033 0.043 -0.017
H -1.5051 -2.1331 -3.4561 0.074 0.017 0.108
O 5.9949 1.2952 0.1888 -0.042 -0.005 0.001
S 4.7989 1.9656 -0.2965 0.071 0.067 0.031
O 4.7681 3.3916 -0.0057 -0.011 -0.017 -0.014
N 3.4580 1.2289 0.2136 -0.009 0.147 0.004
C 2.7098 0.8327 -0.8420 0.096 -0.129 -0.250
O 1.5547 0.2321 -0.6545 0.626 0.429 -0.169
C 3.2751 1.0345 -2.1250 -0.047 -0.014 0.139
C 2.8419 0.6370 -3.4123 -0.101 0.036 0.000
C 3.6383 0.9095 -4.4972 -0.032 -0.001 -0.038
C 4.8818 1.5715 -4.3666 0.037 0.017 -0.031
C 5.3304 1.9461 -3.1003 0.038 0.014 0.003
C 4.5398 1.6754 -2.0110 -0.029 -0.011 0.075
H 1.8946 0.1245 -3.5246 -0.045 -0.027 -0.014
H 3.3084 0.6017 -5.4841 -0.003 -0.009 -0.007
H 5.4875 1.7678 -5.2423 0.006 0.004 -0.005
H 6.2901 2.4330 -2.9722 0.020 0.011 0.003
```
Positions in Å, forces in eV/Å.

Computed properties:
**2S+1**: 3
**E_HOMO (alpha / beta)**: 0.12 / -3.24 eV
**HOMO-LUMO gap (alpha / beta)**: 3.646 / 7.000 eV
**Energy**: -120630.467 eV
**Total charge**: -2

Density functional theory data (ωB97M-V/def2-TZVPD) for a gas-phase ion, C5H15N2 (charge +1) in a non-equilibrium geometry.

Structure (XYZ):
```
22
Properties=species:S:1:pos:R:3:forces:R:3
N -1.6545 1.1939 -2.1984 0.677 0.071 0.817
C -0.6241 1.6110 -1.2088 -0.034 0.112 -0.505
C 0.4356 0.5455 -1.0074 -0.443 -1.585 -0.646
C -0.2086 -0.7950 -0.5929 -0.180 -0.398 -0.293
C -0.6496 -0.9082 0.8710 0.308 1.015 0.493
C 0.3591 -0.3514 1.8598 0.605 -0.021 0.354
N 1.6112 -1.2299 1.8240 0.203 0.437 -0.366
H -1.2190 1.1820 -3.1134 -0.208 0.063 -0.166
H -2.3133 1.9629 -2.1690 -0.293 -0.213 -0.468
H -0.1333 2.5023 -1.5901 0.128 0.418 0.490
H -1.1782 1.8077 -0.3003 0.098 0.339 0.378
H 1.2902 0.7500 -0.3745 0.043 0.844 0.274
H 0.8809 0.3818 -1.9905 0.092 -0.108 -0.076
H -1.0974 -0.8743 -1.2237 0.003 -0.236 0.144
H 0.4078 -1.6583 -0.8689 0.180 0.138 0.014
H -0.9008 -1.9102 1.2242 -0.207 -0.108 -0.438
H -1.5188 -0.2749 1.0330 -0.329 -0.126 -0.036
H 0.0133 -0.3117 2.8825 -0.186 -0.276 0.232
H 0.7341 0.6441 1.6307 -0.180 0.016 -0.187
H 2.3886 -0.9474 2.4220 -0.253 0.201 0.320
H 1.9631 -1.1073 0.8717 0.050 -0.592 -0.117
H 1.4136 -2.2126 2.0191 -0.076 0.008 -0.217
```
Positions in Å, forces in eV/Å.

Computed properties:
**E_HOMO**: -12.54 eV
**HOMO-LUMO gap**: 8.904 eV
**Energy**: -8401.805 eV
**Total charge**: +1

Density functional theory data (ωB97M-V/def2-TZVPD) for a molecular structure, C24H17F6N3O8RbS4Te in a non-equilibrium geometry.

Structure (XYZ):
```
64
Properties=species:S:1:pos:R:3:forces:R:3
Rb 0.8736 0.4775 -1.0490 0.252 0.077 0.369
O -1.8075 -0.4352 -4.2831 0.496 -0.620 -0.639
C -1.7715 -0.3068 -2.9531 -0.224 0.442 -0.270
O -1.3644 -1.1447 -2.2078 0.121 -0.178 0.452
C -2.3228 1.0391 -2.5066 -0.145 0.217 -0.474
C -3.1635 1.8013 -3.3287 -0.366 0.564 -0.376
C -3.6785 3.0126 -2.8765 0.071 -0.178 0.252
C -3.2999 3.4339 -1.5976 -0.834 -0.060 -0.613
C -2.5326 2.5834 -0.8427 1.474 -0.982 0.475
N -1.9887 1.4198 -1.2873 -0.992 0.756 0.411
C -2.2898 2.8881 0.6290 -0.577 0.397 -0.232
O -2.1254 4.1776 0.9112 0.208 -0.026 -0.013
O -2.4265 2.0621 1.4879 0.219 -0.198 -0.071
H -1.2865 -1.2352 -4.5589 -0.495 0.748 0.604
H -3.4236 1.5115 -4.3378 0.148 -0.416 0.121
H -4.4102 3.5914 -3.4719 0.752 -0.380 0.313
H -3.6908 4.3532 -1.1773 0.129 -0.076 0.015
H -1.7267 4.6621 0.1517 0.028 0.139 0.156
S 1.9097 -1.4252 -3.3638 -0.256 0.116 -0.440
C 2.3582 -2.5027 -2.1398 0.779 -0.149 0.171
N 2.4094 -2.2983 -0.8398 -0.445 0.230 -0.540
C 2.9712 -3.3523 -0.1702 0.531 -0.781 -0.322
C 3.2287 -3.4305 1.1979 -0.618 0.304 -0.219
C 3.8329 -4.5759 1.7012 -0.253 0.836 1.287
C 4.1829 -5.6446 0.8814 0.193 -0.469 0.929
C 3.9600 -5.5926 -0.4753 -0.014 0.598 -0.104
C 3.3891 -4.4402 -0.9831 -0.137 0.239 -0.149
S 3.0926 -4.0705 -2.6468 -0.492 0.445 0.319
H 2.8536 -2.5944 1.8082 0.506 -0.482 -0.067
H 3.9979 -4.5616 2.8045 0.017 -0.477 -1.013
H 4.6012 -6.5318 1.3515 0.065 0.105 -0.197
H 4.2644 -6.3639 -1.1579 0.055 -0.392 0.001
F 1.3178 7.6055 0.5166 -0.175 -0.057 0.531
C 1.3030 6.3393 0.9753 0.348 0.655 -1.351
F 0.3836 6.1944 1.9146 0.137 0.094 0.139
F 2.5179 6.0906 1.4765 -0.669 -0.327 -0.269
S 0.7733 5.2762 -0.4785 0.024 -1.063 -0.203
O 0.9358 3.9327 0.0188 -0.325 -0.184 0.319
O -0.6002 5.6881 -0.7741 0.920 0.066 0.312
N 1.8259 5.6256 -1.5967 0.104 1.074 0.526
S 2.0006 4.6644 -2.8259 -0.312 -1.436 0.133
O 2.5452 5.2999 -3.9889 -0.126 0.101 0.549
O 0.8159 3.8324 -2.9493 0.912 -0.098 -0.316
C 3.4883 3.5314 -2.2945 -0.240 0.813 0.086
F 3.2226 2.6235 -1.3469 -0.427 0.091 -0.147
F 4.4548 4.3280 -1.7951 -0.269 -0.208 -0.355
F 3.9597 2.8849 -3.3543 -0.067 0.114 -0.013
C 0.1742 -2.7158 3.3878 -0.085 -0.110 0.661
Te 0.1674 -0.6761 2.7960 0.497 0.594 0.046
C -1.8165 -0.9648 2.1682 -1.302 -0.449 -0.608
C -2.2172 -2.3602 2.6727 -0.439 1.391 -0.012
C -3.5276 -2.8213 2.5400 -0.676 0.380 -0.434
C -3.9325 -4.0300 3.0564 0.568 -0.698 0.465
C -2.9804 -4.7979 3.7626 -0.559 0.700 -0.646
C -1.6808 -4.3376 3.9012 0.550 -1.324 0.592
C -1.2912 -3.1278 3.3262 1.096 -0.749 0.527
H 0.5738 -2.7757 4.4265 -0.303 -0.064 -0.763
H 0.8036 -3.3238 2.7255 -0.248 0.136 0.148
H -1.8846 -1.0009 1.0718 0.183 0.256 0.186
H -2.4901 -0.1301 2.4874 0.651 -0.901 -0.028
H -4.2622 -2.2182 2.0046 0.255 0.030 0.098
H -4.9533 -4.4229 2.9345 0.547 0.384 0.014
H -3.3236 -5.7455 4.1197 0.225 -0.472 0.450
H -0.9198 -4.9755 4.4516 -0.995 0.909 -0.770
```
Positions in Å, forces in eV/Å.

Computed properties:
**E_HOMO**: -4.72 eV
**HOMO-LUMO gap**: 6.428 eV
**Energy**: -113612.882 eV
**Total charge**: -1